1.
{
  "formula": "C23H32N2O3",
  "method": "ωB97M-V with the def2-TZVPD basis set",
  "smiles": "COc1cc(O)c([C@@H](CCN2CCCC2)c2ccc(N(C)C)cc2)c(OC)c1",
  "total_energy_ha": -1230.8218,
  "e_above_lowest_kcal_mol": 75.3,
  "max_force_ev_per_a": 0.56,
  "symbols": ["C", "H", "O", "C", "C", "C", "C", "C", "C", "H", "O", "C", "H", "H", "H", "C", "C", "C", "C", "C", "C", "C", "H", "H", "N", "C", "H", "H", "H", "C", "H", "H", "H", "H", "H", "C", "H", "C", "N", "C", "H", "C", "H", "H", "C", "H", "H", "C", "H", "H", "H", "H", "H", "H", "H", "O", "H", "H", "H", "H"],
  "coordinates": [[2.077, 5.313, 0.083], [1.015, 5.520, -0.088], [2.509, 4.185, -0.634], [1.914, 2.981, -0.382], [2.387, 1.907, -1.121], [1.843, 0.640, -0.952], [0.784, 0.439, -0.062], [0.366, 1.515, 0.727], [0.916, 2.782, 0.566], [0.570, 3.600, 1.174], [-0.598, 1.227, 1.652], [-1.220, 2.281, 2.337], [-2.016, 1.819, 2.921], [-1.659, 3.008, 1.646], [-0.529, 2.794, 3.016], [0.108, -0.906, 0.075], [-1.400, -0.800, -0.063], [-1.979, 0.238, -0.783], [-3.345, 0.333, -0.955], [-4.214, -0.631, -0.432], [-3.626, -1.697, 0.255], [-2.257, -1.778, 0.422], [-1.866, -2.641, 0.941], [-4.232, -2.488, 0.666], [-5.582, -0.560, -0.632], [-6.445, -1.437, 0.121], [-6.229, -2.478, -0.126], [-6.337, -1.305, 1.206], [-7.481, -1.241, -0.148], [-6.154, 0.684, -1.089], [-5.788, 0.923, -2.089], [-5.922, 1.524, -0.421], [-7.236, 0.582, -1.149], [-3.728, 1.171, -1.515], [-1.350, 0.998, -1.223], [0.591, -1.599, 1.370], [1.161, -0.887, 1.967], [1.463, -2.812, 1.052], [2.600, -2.447, 0.227], [3.653, -1.727, 0.931], [3.900, -2.228, 1.882], [4.849, -1.770, -0.027], [4.912, -0.845, -0.597], [5.782, -1.899, 0.518], [4.555, -2.958, -0.961], [4.371, -2.604, -1.974], [5.372, -3.677, -0.990], [3.281, -3.578, -0.385], [3.531, -4.348, 0.365], [2.647, -4.033, -1.148], [3.336, -0.707, 1.151], [1.791, -3.294, 1.992], [0.871, -3.542, 0.492], [-0.251, -1.916, 1.981], [0.426, -1.529, -0.770], [2.375, -0.369, -1.684], [2.293, -1.209, -1.182], [3.184, 2.055, -1.830], [2.669, 6.146, -0.294], [2.257, 5.203, 1.158]]
}

=====

2.
{
  "formula": "C23H32N2O4",
  "method": "ωB97M-V with the def2-TZVPD basis set",
  "smiles": "COc1ccc(C(=O)N(C)Cc2ccc(C)o2)cc1OC1CCN(C(C)C)CC1",
  "total_energy_ha": -1306.0644,
  "e_above_lowest_kcal_mol": 69.6,
  "max_force_ev_per_a": 0.89,
  "symbols": ["C", "H", "O", "C", "C", "C", "C", "C", "C", "O", "C", "C", "C", "N", "C", "C", "H", "H", "H", "H", "C", "C", "H", "H", "H", "C", "H", "H", "H", "H", "H", "H", "H", "H", "H", "H", "C", "O", "N", "C", "H", "H", "H", "C", "C", "C", "C", "C", "O", "C", "H", "H", "H", "H", "H", "H", "H", "H", "H", "H", "H"],
  "coordinates": [[-2.631, 3.366, -1.182], [-2.785, 3.651, -2.227], [-1.434, 2.648, -1.013], [-1.255, 1.496, -1.732], [-2.236, 0.920, -2.528], [-1.990, -0.246, -3.229], [-0.758, -0.872, -3.138], [0.237, -0.291, -2.363], [0.009, 0.877, -1.651], [1.058, 1.408, -0.951], [0.877, 1.591, 0.453], [0.921, 0.253, 1.193], [0.831, 0.517, 2.702], [1.851, 1.399, 3.215], [1.907, 2.641, 2.480], [2.005, 2.485, 0.953], [1.934, 3.464, 0.478], [2.955, 2.037, 0.664], [0.985, 3.193, 2.705], [2.746, 3.234, 2.845], [3.089, 0.815, 3.698], [3.586, 1.619, 4.906], [2.773, 1.763, 5.612], [3.955, 2.595, 4.601], [4.394, 1.088, 5.402], [4.225, 0.664, 2.677], [4.569, 1.636, 2.334], [3.907, 0.078, 1.818], [5.064, 0.153, 3.144], [2.825, -0.187, 4.057], [-0.140, 0.988, 2.908], [0.869, -0.427, 3.250], [0.095, -0.384, 0.872], [1.856, -0.257, 0.950], [-0.085, 2.080, 0.647], [1.224, -0.727, -2.309], [-0.518, -2.130, -3.910], [-0.510, -2.148, -5.127], [-0.327, -3.251, -3.166], [-0.108, -4.511, -3.839], [-0.086, -4.313, -4.909], [-0.916, -5.212, -3.618], [0.844, -4.949, -3.531], [-0.424, -3.281, -1.717], [-1.697, -2.684, -1.207], [-3.004, -2.922, -1.509], [-3.762, -2.015, -0.728], [-2.867, -1.291, 0.000], [-1.610, -1.698, -0.285], [-3.044, -0.204, 0.999], [-2.688, -0.522, 1.978], [-2.470, 0.673, 0.705], [-4.095, 0.059, 1.072], [-4.829, -1.919, -0.713], [-3.381, -3.643, -2.205], [-0.359, -4.331, -1.415], [0.409, -2.741, -1.254], [-2.766, -0.678, -3.842], [-3.207, 1.381, -2.613], [-3.498, 2.798, -0.827], [-2.519, 4.265, -0.577]]
}

=====

3.
{
  "formula": "C23H32N2O5",
  "method": "ωB97M-V with the def2-TZVPD basis set",
  "smiles": "C=CCC(O)(CC=C)CNC(=O)c1ccc(OC)c(OC2CCN(C(C)=O)CC2)c1",
  "total_energy_ha": -1381.3229,
  "e_above_lowest_kcal_mol": 63.7,
  "max_force_ev_per_a": 0.65,
  "symbols": ["C", "C", "C", "H", "H", "C", "O", "H", "C", "C", "C", "H", "H", "H", "H", "H", "C", "N", "C", "O", "C", "C", "C", "C", "C", "C", "H", "O", "C", "C", "H", "H", "C", "N", "C", "O", "C", "H", "H", "H", "C", "C", "H", "H", "H", "H", "H", "H", "H", "O", "C", "H", "H", "H", "H", "H", "H", "H", "H", "H", "H", "H"],
  "coordinates": [[0.886, 4.590, -3.670], [0.622, 3.311, -3.862], [1.226, 2.199, -3.068], [1.988, 2.598, -2.393], [1.706, 1.489, -3.748], [0.197, 1.420, -2.230], [0.855, 0.457, -1.423], [1.728, 0.785, -1.143], [-0.798, 0.645, -3.115], [-0.104, -0.297, -4.045], [-0.252, -0.296, -5.356], [0.263, -0.997, -5.990], [-0.908, 0.401, -5.853], [0.557, -1.005, -3.564], [-1.419, 1.347, -3.671], [-1.449, 0.069, -2.452], [-0.586, 2.406, -1.310], [-1.152, 1.687, -0.197], [-2.403, 1.146, -0.207], [-3.327, 1.601, -0.850], [-2.525, -0.041, 0.695], [-3.678, -0.306, 1.414], [-3.746, -1.424, 2.229], [-2.663, -2.286, 2.356], [-1.492, -2.036, 1.606], [-1.459, -0.936, 0.772], [-0.607, -0.786, 0.131], [-0.458, -2.930, 1.743], [0.874, -2.455, 1.902], [0.952, -1.247, 2.845], [0.529, -1.522, 3.813], [0.360, -0.424, 2.440], [2.403, -0.792, 3.006], [2.937, -0.462, 1.705], [2.979, 0.779, 1.175], [3.183, 0.967, -0.016], [2.798, 1.944, 2.124], [3.512, 1.895, 2.942], [1.788, 1.961, 2.529], [2.966, 2.861, 1.565], [3.013, -1.626, 0.842], [1.614, -2.187, 0.578], [1.688, -3.120, 0.019], [1.085, -1.471, -0.046], [3.477, -1.322, -0.098], [3.645, -2.372, 1.332], [2.463, 0.059, 3.681], [3.004, -1.605, 3.425], [1.373, -3.303, 2.392], [-2.626, -3.378, 3.165], [-3.791, -3.735, 3.866], [-4.627, -3.930, 3.187], [-3.542, -4.650, 4.402], [-4.082, -2.963, 4.587], [-4.652, -1.608, 2.785], [-4.517, 0.368, 1.337], [-0.451, 1.179, 0.325], [0.092, 3.173, -0.925], [-1.394, 2.884, -1.863], [-0.063, 3.009, -4.642], [0.435, 5.363, -4.269], [1.572, 4.920, -2.907]]
}

=====

4.
{
  "formula": "C23H32N2O6S",
  "method": "ωB97M-V with the def2-TZVPD basis set",
  "smiles": "O=C(COC(=O)/C=C/c1ccc(S(=O)(=O)N2CCOCC2)cc1)NC1CCCCCCC1",
  "total_energy_ha": -1854.7581,
  "e_above_lowest_kcal_mol": 46.4,
  "max_force_ev_per_a": 1.11,
  "symbols": ["O", "C", "N", "H", "C", "H", "C", "C", "H", "H", "C", "H", "H", "C", "C", "H", "C", "C", "H", "H", "H", "H", "H", "H", "H", "H", "H", "C", "H", "H", "O", "C", "O", "C", "C", "C", "C", "C", "C", "C", "C", "H", "H", "S", "O", "O", "N", "C", "H", "C", "H", "O", "C", "H", "C", "H", "H", "H", "H", "H", "H", "H", "H", "H"],
  "coordinates": [[1.049, 2.223, -5.439], [1.033, 2.660, -4.309], [2.112, 3.027, -3.608], [1.993, 3.382, -2.666], [3.474, 2.891, -4.094], [3.396, 2.399, -5.069], [4.258, 1.975, -3.147], [4.674, 2.644, -1.831], [4.249, 2.099, -0.985], [4.267, 3.652, -1.782], [6.190, 2.709, -1.634], [6.391, 3.355, -0.776], [6.560, 1.711, -1.382], [6.999, 3.214, -2.832], [6.510, 4.521, -3.466], [7.390, 5.048, -3.843], [5.539, 4.373, -4.647], [4.051, 4.300, -4.292], [3.863, 4.902, -3.401], [3.475, 4.754, -5.102], [5.673, 5.252, -5.282], [5.818, 3.505, -5.246], [6.065, 5.159, -2.700], [8.022, 3.363, -2.477], [7.051, 2.445, -3.604], [5.138, 1.608, -3.670], [3.628, 1.105, -2.946], [-0.289, 2.860, -3.537], [-0.341, 3.887, -3.159], [-1.122, 2.653, -4.210], [-0.430, 1.942, -2.456], [0.135, 2.251, -1.285], [0.797, 3.252, -1.103], [-0.130, 1.261, -0.234], [-0.832, 0.139, -0.440], [-1.138, -0.886, 0.540], [-1.893, -1.993, 0.133], [-2.218, -2.996, 1.026], [-1.792, -2.899, 2.338], [-1.031, -1.825, 2.762], [-0.706, -0.822, 1.869], [-0.110, 0.012, 2.204], [-0.691, -1.801, 3.785], [-2.242, -4.183, 3.513], [-2.491, -5.385, 2.776], [-1.269, -4.177, 4.563], [-3.685, -3.738, 4.199], [-3.699, -2.664, 5.163], [-4.410, -2.925, 5.954], [-4.132, -1.347, 4.509], [-3.360, -1.004, 3.802], [-5.361, -1.497, 3.833], [-5.283, -2.483, 2.826], [-4.549, -2.177, 2.064], [-4.893, -3.843, 3.416], [-5.696, -4.195, 4.074], [-4.714, -4.584, 2.639], [-6.275, -2.529, 2.374], [-4.297, -0.577, 5.264], [-2.698, -2.594, 5.587], [-2.783, -3.864, 0.723], [-2.220, -2.062, -0.894], [-1.220, -0.039, -1.435], [0.299, 1.522, 0.721]]
}